#one
# C4H12N3

A gas-phase ion, C4H12N3 (charge +1) (wB97M-V/def2-TZVPD, the Open Molecules 2025 dataset).

CARTESIAN COORDINATES (ANGSTROEM)
C1 0.470 2.060 0.071
C2 1.338 0.783 -0.081
C3 0.605 -0.500 -0.614
N1 -0.762 -3.012 -0.672
C4 -1.224 -1.900 -0.040
N2 -0.686 -0.727 -0.018
N3 -0.590 1.832 1.134
H1 1.121 2.811 0.452
H2 -0.014 2.335 -0.838
H3 2.083 0.920 -0.848
H4 1.727 0.565 0.930
H5 0.436 -0.392 -1.692
H6 1.343 -1.286 -0.513
H7 -1.208 -3.866 -0.392
H8 0.115 -3.026 -1.175
H9 -2.244 -1.954 0.376
H10 -1.328 2.521 1.020
H11 -0.979 0.747 0.837
H12 -0.200 2.087 2.062

Its SMILES is N/C=N\CCC[NH3+]. The value obtained for the frontier orbital gap is 10.36 eV. The HOMO energy comes out at -13.2 eV. The net charge is +1. As for the LUMO energy: -2.88 eV.

---

#two
# C4H12N3

2 unconnected molecules or ions with the total composition C4H12N3 (wB97M-V/def2-TZVPD, the Open Molecules 2025 dataset).

CARTESIAN COORDINATES (ANGSTROEM)
C1 -1.212 -0.837 1.268
N1 -0.960 1.947 1.422
C2 -1.956 1.316 0.702
N2 -1.990 0.066 0.443
H1 -1.831 -1.707 1.480
H2 -0.883 -0.499 2.257
H3 -0.330 -1.196 0.723
H4 -1.164 2.887 1.735
H5 -0.493 1.416 2.142
H6 -2.723 1.973 0.305
C3 2.122 -1.481 -1.116
C4 1.002 0.618 -1.575
N3 1.031 -0.650 -1.670
H7 2.448 -2.187 -1.873
H8 1.712 -2.033 -0.273
H9 2.920 -0.815 -0.807
H10 1.922 1.090 -1.244
H11 0.228 1.219 -2.036
H12 0.157 -1.127 -1.884

The value obtained for the frontier orbital gap is 7.25 eV. The HOMO energy comes out at -12.4 eV. The net charge is +1. As for the LUMO energy: -5.13 eV.

---

Which one sits at the bottom of the stability order? #two does.